one.
The following is a quantum chemistry calculation of a 2-piece molecular cluster, C5H13N3 overall, from OMol25.

Geometry (Å):
C (1.56246, -0.38452, -0.10217)
C (1.62409, -1.69216, 0.62801)
C (0.10927, 0.82293, -2.10363)
N (-0.15161, 0.56424, 1.10349)
C (-0.97299, 0.28381, 0.12042)
N (-0.62163, 1.22875, 2.22484)
N (-2.35518, 0.29984, 0.28007)
C (-0.37117, -0.19197, -1.08827)
H (-0.73210, 0.64285, 3.04214)
H (-1.18885, 2.06369, 2.11871)
H (-2.76666, 0.16323, 1.19331)
H (-2.89796, 0.02772, -0.52207)
H (2.03614, 0.44474, 0.40922)
H (1.96325, -0.41358, -1.10906)
H (-0.89953, -1.03365, -1.54317)
H (1.27486, -2.51499, 0.00488)
H (1.01860, -1.66405, 1.53381)
H (2.65625, -1.90952, 0.92718)
H (0.56861, 1.67935, -1.60902)
H (0.85799, 0.39603, -2.78016)
H (-0.71385, 1.18727, -2.72854)

HOMO level in eV: -7.5
Multiplicity: 1
E_LUMO in eV: 0.97
Net charge: 0


two.
The following is a quantum chemistry calculation of a 3-piece molecular cluster, C5H13N3 overall, from OMol25.

Geometry (Å):
C (-0.53120, -1.54168, -0.54308)
C (-2.67557, 0.82551, -0.85004)
C (2.38325, -0.65585, 1.67273)
N (-0.17140, -0.39024, 0.27989)
N (-1.64982, 1.08697, 0.12247)
N (2.06885, -0.50069, 0.27055)
C (0.46270, 0.62444, -0.18511)
C (0.94513, 1.75813, -0.63284)
H (-1.94502, 0.97214, 1.08884)
H (2.16470, -1.37280, -0.24525)
H (-0.14092, -1.47995, -1.56173)
H (-0.14951, -2.43731, -0.05170)
H (-1.61884, -1.62199, -0.57204)
H (-2.25882, 0.81324, -1.86098)
H (-3.22575, -0.11868, -0.70057)
H (-3.42249, 1.63532, -0.82367)
H (3.47412, -0.70875, 1.81055)
H (2.06154, 0.22244, 2.23774)
H (1.94644, -1.53419, 2.16562)
H (0.27052, 2.56704, -0.86250)
H (2.01210, 1.85690, -0.75889)

HOMO level (spin up / spin down) in eV: -7.5 / -7.9
Multiplicity: 1
E_LUMO (spin up / spin down) in eV: 0.53 / 0.85
Net charge: 0


one has the most favorable energy; the next structure is 69.6 kcal/mol above.


one.
The following is a quantum chemistry calculation of one molecule with the formula C5H13N3, from OMol25.

Geometry (Å):
C (0.55115, 3.02631, -1.33590)
N (0.95248, 1.80866, -0.66238)
C (0.14500, 0.61653, -0.65806)
C (0.03285, -0.25529, 0.34202)
C (0.83842, -0.24809, 1.60992)
N (-0.92984, -1.35827, 0.13628)
C (-0.64168, -2.37721, -0.87936)
N (-1.62512, -1.82781, 1.26554)
H (0.25402, 2.81500, -2.36831)
H (1.38336, 3.73790, -1.35067)
H (-0.29036, 3.50220, -0.81920)
H (1.47322, 1.97173, 0.19504)
H (-0.48950, 0.57373, -1.53888)
H (0.24903, 0.15034, 2.44154)
H (1.15002, -1.26646, 1.87094)
H (1.75722, 0.33864, 1.52407)
H (0.16741, -3.03493, -0.53827)
H (-0.33973, -1.92026, -1.82640)
H (-1.52959, -2.98825, -1.07702)
H (-0.98607, -2.21190, 1.96282)
H (-2.12226, -1.05257, 1.70627)

HOMO level in eV: -7.0
SMILES: CN/C=C(\C)N(C)N
Multiplicity: 1
E_LUMO in eV: 0.92
Net charge: 0


two.
The following is a quantum chemistry calculation of a 2-piece molecular cluster, C5H13N3 overall, from OMol25.

Geometry (Å):
C (1.27430, 2.45766, 0.65185)
C (1.20188, 1.30830, 1.60762)
C (0.21913, 0.42135, 1.64286)
C (0.15289, -0.73035, 2.60313)
H (1.24939, 3.41389, 1.17810)
H (2.20556, 2.43129, 0.08345)
H (0.44595, 2.42812, -0.05594)
H (2.00482, 1.20896, 2.33479)
H (-0.58864, 0.49393, 0.92021)
H (0.98050, -0.68721, 3.31117)
H (0.21455, -1.67910, 2.06743)
H (-0.79018, -0.73138, 3.15132)
N (-1.90911, -0.53458, -1.12333)
C (-1.14199, -1.14604, -1.94046)
N (-1.27445, -1.15814, -3.32572)
N (-0.09213, -1.90233, -1.46340)
H (-2.75268, -0.21993, -1.59498)
H (-1.78990, -0.36939, -3.67966)
H (-0.44745, -1.36143, -3.86260)
H (0.74858, -1.91688, -2.01953)
H (0.08896, -1.72674, -0.48630)

HOMO level in eV: -9.0
SMILES: C/C=C/C.N=C(N)N
Multiplicity: 1
E_LUMO in eV: 0.78
Net charge: 0


two has the most favorable energy; the next structure is 46.6 kcal/mol above.


one.
The following is a quantum chemistry calculation of a 2-piece molecular cluster, C5H13N3 overall, from OMol25.

Geometry (Å):
H (0.30113, 1.84490, 0.69753)
N (-0.16677, 1.04179, 1.11197)
C (0.40514, -0.07413, 0.94389)
C (-0.24405, -1.28668, 1.53666)
C (1.68094, -0.28377, 0.18202)
C (2.46273, 0.94094, -0.18701)
N (2.13716, -1.40331, -0.18195)
H (1.58229, -2.21529, 0.07753)
H (-1.11404, -0.98153, 2.11044)
H (-0.56282, -1.96941, 0.74952)
H (0.45663, -1.80966, 2.18664)
H (2.67245, 1.54093, 0.69778)
H (3.39617, 0.63716, -0.65080)
H (1.90078, 1.54965, -0.89557)
C (-2.05730, -0.11422, -1.51716)
N (-2.56128, 0.97332, -0.70186)
H (-2.33890, -1.05710, -1.04815)
H (-2.52616, -0.06795, -2.49980)
H (-0.96403, -0.11383, -1.65823)
H (-2.37344, 1.86316, -1.15264)
H (-2.08661, 0.98502, 0.19920)

HOMO level in eV: -9.0
SMILES: [H]/N=C(C)\C(C)=N/[H].CN
Multiplicity: 1
E_LUMO in eV: 0.32
Net charge: 0


two.
The following is a quantum chemistry calculation of C5H13N3 as an isolated structure, from OMol25.

Geometry (Å):
C (-0.63857, -2.12113, -0.01133)
C (-0.79540, -0.71071, -0.56661)
N (-0.78376, -0.72090, -1.98341)
N (-1.70893, 0.14422, -0.06421)
H (0.14364, -0.91777, -2.34141)
H (-1.07892, 0.17880, -2.34049)
H (-1.87876, -0.04626, 0.92255)
H (0.35099, -2.50558, -0.26203)
H (-1.36803, -2.77520, -0.48653)
H (-0.74845, -2.15019, 1.07155)
C (1.06869, 0.16406, 1.47977)
C (-0.11226, 2.06059, 0.14888)
C (0.69672, 0.48215, 0.04143)
N (1.53523, 0.49837, -0.93679)
H (2.41116, 0.97763, -0.72528)
H (1.62074, -0.77539, 1.51213)
H (0.18581, 0.10619, 2.11343)
H (-0.35565, 2.39746, -0.85130)
H (0.71323, 2.61534, 0.59603)
H (-0.97228, 2.15130, 0.80688)
H (1.71483, 0.94702, 1.87675)

HOMO level (spin up / spin down) in eV: -8.4 / -7.4
Multiplicity: 1
E_LUMO (spin up / spin down) in eV: 0.01 / -0.98
Net charge: 0


three.
The following is a quantum chemistry calculation of one molecule with the formula C5H13N3, from OMol25.

Geometry (Å):
C (1.14723, 2.06400, 1.11642)
C (0.62487, 2.19296, -0.31100)
C (-0.29977, 1.24022, -1.30352)
N (-0.71256, 0.08082, -1.09254)
C (-0.52340, -0.59538, 0.17089)
N (-1.80783, -1.05178, 0.63649)
N (0.39778, -1.70243, 0.07688)
C (-0.11521, -2.90918, -0.55929)
H (0.32688, 2.01765, 1.83085)
H (1.75627, 2.93635, 1.35917)
H (1.76248, 1.17278, 1.22649)
H (1.48750, 2.40080, -0.95517)
H (0.06696, 3.13221, -0.37090)
H (-0.36773, 1.60346, -2.33090)
H (-0.03141, 0.18610, 0.83925)
H (-1.73546, -1.40786, 1.58459)
H (-2.48166, -0.29952, 0.60486)
H (1.23568, -1.38576, -0.40095)
H (0.67072, -3.66259, -0.53518)
H (-0.96995, -3.26545, 0.00942)
H (-0.43138, -2.74740, -1.59585)

HOMO level in eV: -8.5
SMILES: CC/C=N\[C@@H](N)NC
Multiplicity: 1
E_LUMO in eV: 0.91
Net charge: 0


one has the most favorable energy; the next structure is 15.2 kcal/mol above.


one.
The following is a quantum chemistry calculation of one molecule with the formula C5H10O, from OMol25.

Geometry (Å):
O (0.53001, 1.99932, -0.12183)
C (0.60575, 0.69810, -0.69266)
C (-0.79553, 0.11627, -0.91730)
C (-1.18148, -0.45632, 0.44917)
C (0.12612, -1.09144, 0.94562)
C (1.25666, -0.20965, 0.36687)
H (-0.13758, 2.48963, -0.61627)
H (1.18762, 0.73056, -1.62636)
H (-1.49526, 0.87529, -1.29280)
H (-0.75448, -0.68483, -1.66622)
H (-2.00723, -1.17367, 0.39427)
H (-1.48150, 0.35825, 1.11743)
H (0.17106, -1.16161, 2.03642)
H (0.21106, -2.11381, 0.55836)
H (1.70427, 0.43979, 1.12531)
H (2.06052, -0.81588, -0.05999)

HOMO level in eV: -10.2
SMILES: OC1CCCC1
Multiplicity: 1
E_LUMO in eV: 1.03
Net charge: 0


two.
The following is a quantum chemistry calculation of one molecule with the formula C5H10O, from OMol25.

Geometry (Å):
O (0.82237, -1.00148, 1.29793)
C (0.38458, -0.97981, -0.24266)
C (1.11591, 0.26498, -0.61540)
C (0.37226, 1.23247, 0.31297)
C (-1.10842, 0.81113, 0.16133)
C (-1.09865, -0.69418, -0.18667)
H (0.89397, -1.91270, 0.99840)
H (0.61020, -1.85704, -0.91637)
H (2.18083, 0.14295, -0.38816)
H (0.99611, 0.51824, -1.67162)
H (0.55982, 2.27659, 0.07668)
H (0.69892, 1.04990, 1.34184)
H (-1.69135, 1.01413, 1.06108)
H (-1.55376, 1.36596, -0.66715)
H (-1.57233, -1.32688, 0.57360)
H (-1.61044, -0.90426, -1.13580)

HOMO level in eV: -10.4
SMILES: OC1CCCC1
Multiplicity: 1
E_LUMO in eV: 0.99
Net charge: 0


one has the most favorable energy; the next structure is 33.7 kcal/mol above.